Entry from OMol25: a cluster of 9 separate species, C35H46F9N4O29P2S in total in a non-equilibrium geometry (ωB97M-V/def2-TZVPD).

The geometry in XYZ format:
```
126
Properties=species:S:1:pos:R:3:forces:R:3
S -5.7654 -0.4065 -1.1821 0.17 0.14 0.30
P 2.4952 1.3793 -2.7866 0.81 -1.22 -2.94
P -2.5562 -0.3715 1.1079 0.71 -0.69 2.12
F -8.7632 -2.0176 0.4414 0.13 -0.04 -0.25
F 13.9371 2.1152 -2.6598 0.09 -0.08 -0.06
F -4.2587 -0.2409 -3.3554 0.25 0.42 1.45
F 16.8603 1.3334 -8.4420 0.06 -0.11 0.08
F -12.9125 -2.7402 7.9902 0.09 -0.10 0.10
F 0.7794 -2.3833 2.7207 -0.07 -0.11 -0.16
F 9.7863 -0.5750 -0.6581 -0.04 0.06 0.23
F -12.2306 3.2115 5.6430 0.12 -0.04 -0.10
F -4.7829 3.8495 1.4651 0.12 0.12 -0.05
O 3.7388 2.1060 -1.9622 -2.62 -1.83 -0.02
O 4.9163 -1.3907 1.4796 -0.49 -0.23 0.61
O -8.1935 2.5801 3.9879 0.40 -0.05 -0.30
O 8.6484 -2.9464 -2.8670 -0.59 0.45 0.27
O -14.9985 -0.2427 5.6743 0.28 0.39 0.01
O 4.1293 -2.1940 3.4352 -0.25 0.07 -0.61
O 12.3399 0.6376 -3.2458 -0.81 0.13 -0.23
O -10.7146 -3.7563 4.2833 -0.50 0.04 0.52
O -11.0188 -1.7665 5.3029 0.06 -0.76 -0.06
O -6.7816 -2.1058 1.5102 0.09 -0.41 0.27
O 2.7669 1.3132 -4.2648 -0.29 0.69 2.12
O -2.0762 -4.4055 -2.4116 0.37 0.93 0.13
O -7.5151 -2.4355 3.6140 0.70 0.10 -0.70
O 2.7265 -1.9255 1.6919 0.38 -0.38 0.44
O -6.5915 3.6262 2.7863 0.35 -0.45 0.42
O 13.7327 2.3050 -7.4291 0.40 0.02 0.55
O 15.8248 2.1409 -6.6152 -0.79 -0.20 0.08
O -13.2824 1.2234 5.5914 -0.51 0.21 -0.46
O 2.1596 -0.1896 -2.2840 0.31 2.35 -0.12
O 7.8781 -1.1920 -1.6822 -0.09 -0.72 0.00
O 14.2096 3.1296 -5.3830 0.70 0.33 -1.18
O 10.5934 2.0496 -3.4072 0.25 -0.71 -0.06
O -11.7821 -3.6499 6.2704 0.68 0.40 -0.34
O 10.2613 -0.1764 -3.5851 0.30 0.97 -0.37
O -6.2946 1.4889 3.4462 -0.11 0.50 -0.12
O -1.4467 -0.2009 2.1160 -0.81 0.25 -1.60
O -15.3982 1.9436 5.2929 0.54 -0.40 0.03
O 6.5390 -2.2155 -3.1869 0.28 0.11 0.20
O -5.3234 -2.0639 3.2372 -0.28 0.09 -0.38
N -2.5786 -2.0822 -2.7429 0.22 -0.67 1.37
N -1.5985 1.6345 -3.0478 -0.23 -0.13 0.92
N -1.2095 0.0540 -1.3347 -2.29 1.47 -0.32
N -3.4781 1.1262 -1.6063 1.76 -1.62 -2.12
C 14.5480 1.7711 -8.4690 -0.50 -0.20 -0.72
C 2.8137 -2.4761 3.9040 0.10 -0.25 0.83
C -2.2516 -3.2609 -2.5043 -1.02 0.22 -1.14
C -14.6010 0.8695 5.5349 -0.73 -0.73 0.20
C -1.9731 -0.9822 -0.5888 -0.88 0.40 -0.14
C 3.2480 -1.1101 -2.6039 2.09 -0.59 1.37
C -11.7766 -2.6398 7.2637 -0.62 -0.12 0.37
C -0.1828 1.4936 -3.4789 0.93 -0.61 -0.98
C -14.5607 3.0955 5.3252 -0.52 0.66 -0.14
C -11.1356 -3.1165 5.2002 0.01 -0.25 -0.47
C -13.2116 2.5170 5.0205 0.58 0.27 0.36
C -7.1320 2.5655 3.4574 -1.05 -0.14 0.43
C 12.8631 1.9400 -3.4661 0.47 -0.23 0.41
C -6.4386 -2.1886 2.8310 0.49 0.18 0.98
C 4.7554 1.4729 0.2813 0.06 0.70 -0.05
C -11.7595 -1.3770 6.4587 -0.05 0.89 0.20
C -8.6648 -2.3797 2.7681 -0.77 -0.28 0.21
C 3.8494 -1.6650 -1.2191 -0.43 -0.54 -1.02
C 7.5914 -2.1266 -2.6343 -0.40 -0.12 -0.71
C -2.0814 0.9635 -2.0290 0.30 -0.02 0.74
C 9.7440 -2.4291 -2.1137 1.11 -0.70 -0.08
C 10.9971 0.7515 -3.4250 -0.46 -0.27 0.05
C 0.8581 2.3066 -2.6047 0.36 -0.16 -0.08
C 9.0510 -1.6503 -1.0379 0.24 0.52 0.00
C -5.2020 1.8277 2.6021 0.46 -0.72 0.14
C -5.2191 3.3261 2.6401 -0.10 0.38 -0.44
C 4.0108 -1.7953 2.1394 1.11 0.37 -0.20
C -8.0808 -2.6651 1.4193 -0.36 0.36 -0.21
C -4.1065 -0.1886 -1.9334 -0.43 -1.84 -0.75
C 15.7275 1.2462 -7.7081 0.69 0.07 -0.30
C 14.5577 2.5785 -6.3844 -0.04 0.68 0.33
C 3.5031 1.9970 -0.5240 -0.01 0.36 1.84
C 11.7336 2.8319 -3.0589 -0.22 0.82 0.09
C 2.0766 -2.7609 2.6308 -0.64 0.25 -0.02
C -3.1836 -1.4172 -1.5368 1.44 -1.06 0.77
H 5.2842 0.6108 -0.2097 -0.74 0.90 0.37
H 3.3908 -1.1825 -0.3213 0.46 -0.24 -1.21
H 4.9684 -1.5553 -1.2065 -1.24 -0.10 0.03
H 8.7796 -2.2393 -0.1575 0.04 0.21 0.10
H 14.0236 0.9896 -9.0179 -0.14 0.09 0.19
H -14.6080 3.5514 6.3171 0.24 -0.08 -0.02
H 3.1749 3.0319 -0.1824 0.63 -1.21 -0.27
H 5.4971 2.3089 0.4509 -0.77 -0.92 -0.35
H 10.3635 -1.7962 -2.7609 -0.36 -0.32 0.53
H 2.6386 1.3110 -0.2565 0.88 0.55 -0.70
H -3.3626 0.8045 0.9337 0.43 -0.70 -0.34
H 2.4206 -1.6031 4.4307 -0.16 -0.03 -0.20
H -12.7578 -1.0561 6.1580 -0.02 -0.28 0.15
H 11.7393 3.7813 -3.5936 -0.17 -0.16 -0.10
H 11.7212 3.0334 -1.9847 0.17 -0.14 -0.03
H 13.1635 2.0436 -4.5087 -0.31 -0.25 0.72
H 10.3606 -3.2347 -1.7129 -0.31 -0.16 -0.05
H -10.9094 -2.7713 7.9162 -0.13 -0.10 0.07
H -4.6568 3.7623 3.4695 0.05 0.10 -0.16
H 4.0778 -0.5514 -3.1161 -0.96 -0.63 0.18
H 15.6066 0.2252 -7.3368 0.16 0.02 -0.04
H -14.8761 3.8309 4.5857 -0.14 -0.20 -0.01
H -12.9863 2.4358 3.9541 0.15 0.04 0.09
H -4.2683 1.4123 2.9833 -0.19 -0.05 0.21
H -0.5697 0.5710 -0.7184 0.19 -0.29 -0.52
H 14.8178 2.5690 -9.1649 0.21 -0.06 0.12
H -9.4095 -3.1176 3.0656 0.36 0.20 0.08
H 4.4133 1.1361 1.2986 0.27 0.31 -1.05
H -8.0070 -3.7279 1.1749 -0.05 0.09 -0.16
H -1.2553 -1.8349 -0.3862 -0.99 0.83 -0.23
H -3.7463 -2.2254 -0.9868 0.17 1.31 -0.40
H -0.1023 1.8116 -4.5647 -0.23 -0.20 1.45
H 0.0441 0.3802 -3.4957 -0.29 1.36 0.32
H 2.1353 -3.8009 2.2989 -0.14 0.06 -0.04
H -11.2696 -0.5559 6.9814 0.14 -0.06 -0.22
H -5.8720 -1.7836 -1.0397 0.57 1.13 -0.36
H 3.5965 -2.7668 -1.1722 0.42 1.12 0.17
H -9.1124 -1.3844 2.8310 0.10 0.00 -0.21
H 1.0397 3.2967 -3.1277 -0.10 -1.07 0.94
H 2.8136 -3.3263 4.5855 0.22 0.05 -0.09
H -2.2303 2.2691 -3.5511 0.49 -0.36 0.27
H -3.9215 1.8146 -2.2367 0.09 -0.26 0.55
H -3.4645 -1.3878 1.5839 0.13 0.52 -0.72
H -5.3818 1.4295 1.5989 -0.06 0.24 -0.05
H 0.5611 2.4695 -1.5316 0.09 -0.13 -1.06
H 2.9397 -1.9822 -3.2424 -0.22 1.28 0.49
```
Forces are in eV/Å.

The value obtained for the total energy is -5741.82594 Ha. The LUMO energy is -3.69 eV. Its charge is +1. The calculation puts the HOMO energy at -0.4427 Eh. The frontier orbital gap comes out at 8.4 eV.

Here are the Löwdin charges for atoms 1 to 99, given in e: 0.86, 0.60, 0.77, 0.07, 0.09, -0.04, 0.09, 0.09, 0.07, 0.08, 0.08, 0.07, -0.20, 0.15, 0.19, 0.09, 0.18, 0.09, 0.15, 0.14, 0.08, 0.07, -0.29, 0.23, 0.10, 0.10, 0.14, 0.09, 0.16, 0.11, -0.28, 0.12, 0.15, 0.09, 0.16, 0.14, 0.08, -0.44, 0.09, 0.16, 0.15, 0.15, 0.14, 0.09, 0.12, -0.06, -0.06, -0.28, -0.53, -0.32, -0.22, -0.31, -0.17, -0.06, -0.51, -0.32, -0.53, -0.33, -0.54, -0.06, -0.05, -0.05, -0.07, -0.54, -0.23, -0.07, -0.51, -0.17, -0.31, -0.09, -0.31, -0.53, -0.31, -0.72, -0.32, -0.51, -0.28, -0.05, -0.32, -0.27, 0.07, 0.04, 0.06, 0.17, 0.15, 0.15, 0.13, 0.09, 0.11, 0.10, 0.00, 0.15, 0.12, 0.15, 0.15, 0.12, 0.14, 0.18, 0.18